Entry 1:
A cluster of 11 separate species, C24H66F3O12 in total, computed with the ωB97M-V functional and the def2-TZVPD basis.

Each line ends with the Mulliken spin population.
Atoms and positions in Å:
1 C -0.097 -0.921 1.500  -0.05
2 O 0.106 -0.278 0.263  -0.02
3 O -1.393 -1.448 1.584  0.90
4 C 1.153 -1.816 1.833  0.07
5 F 2.318 -1.158 1.841  0.00
6 F 1.133 -2.526 2.947  0.00
7 F 1.423 -2.714 0.872  0.01
8 C 0.776 0.961 0.204  0.01
9 C 0.530 1.435 -1.191  0.00
10 H -0.532 1.458 -1.435  0.00
11 H 0.890 2.421 -1.485  0.00
12 H 1.026 0.686 -1.809  0.00
13 H 1.844 0.752 0.276  0.00
14 H 0.396 1.762 0.837  -0.01
15 H 0.006 -0.251 2.354  0.07
16 C -1.314 -1.793 -4.069  0.00
17 C -1.565 -1.528 -2.614  0.00
18 O -0.544 -2.024 -1.770  0.00
19 H -2.159 -1.645 -4.740  0.00
20 H -0.941 -2.816 -4.125  0.00
21 H -0.488 -1.212 -4.480  0.00
22 H -2.543 -1.971 -2.425  0.00
23 H -1.730 -0.481 -2.360  0.00
24 H -0.287 -1.322 -1.167  0.01
25 C -1.214 4.885 0.075  0.00
26 C -2.516 5.420 0.745  0.00
27 O -2.296 6.495 1.652  0.00
28 H -0.514 5.686 -0.162  0.00
29 H -1.460 4.341 -0.837  0.00
30 H -0.667 4.208 0.731  0.00
31 H -3.020 4.701 1.390  0.00
32 H -3.368 5.598 0.088  0.00
33 H -3.142 6.868 1.912  0.00
34 C -4.413 1.263 -0.849  0.00
35 C -3.280 0.687 -0.006  0.00
36 O -3.524 -0.604 -0.010  0.00
37 H -4.145 1.122 -1.896  0.00
38 H -4.670 2.304 -0.654  0.00
39 H -5.383 0.784 -0.719  0.00
40 H -3.197 1.118 0.991  0.00
41 H -2.306 0.945 -0.422  0.00
42 H -2.778 -0.822 0.553  -0.01
43 C 5.022 -0.748 -2.099  0.00
44 C 3.719 -1.628 -2.176  0.00
45 O 2.898 -1.322 -3.317  0.00
46 H 5.746 -1.190 -2.784  0.00
47 H 5.554 -0.786 -1.149  0.00
48 H 4.876 0.300 -2.362  0.00
49 H 3.043 -1.454 -1.339  0.00
50 H 3.921 -2.698 -2.203  0.00
51 H 1.959 -1.242 -3.134  0.00
52 C -4.964 -2.637 3.089  0.00
53 C -3.790 -2.941 3.993  0.00
54 O -2.852 -3.440 3.128  0.00
55 H -4.771 -1.800 2.417  0.00
56 H -5.820 -2.382 3.714  0.00
57 H -5.257 -3.576 2.619  0.00
58 H -4.150 -3.661 4.728  0.00
59 H -3.432 -2.030 4.473  0.00
60 H -2.365 -2.756 2.663  0.00
61 C -0.009 -5.426 4.088  0.00
62 C -0.403 -6.793 3.655  0.00
63 O 0.068 -7.016 2.316  0.00
64 H 1.061 -5.259 4.210  0.00
65 H -0.464 -5.307 5.072  0.00
66 H -0.385 -4.703 3.364  0.00
67 H -1.486 -6.888 3.580  0.00
68 H -0.041 -7.559 4.342  0.00
69 H 0.934 -7.425 2.370  0.00
70 C 3.216 3.359 -3.866  0.00
71 C 3.897 2.434 -4.914  0.00
72 O 3.656 2.924 -6.214  0.00
73 H 2.272 3.773 -4.220  0.00
74 H 3.900 4.193 -3.712  0.00
75 H 3.104 2.839 -2.914  0.00
76 H 3.327 1.516 -4.769  0.00
77 H 4.931 2.152 -4.713  0.00
78 H 3.520 2.197 -6.826  0.00
79 C -1.738 1.333 4.941  0.00
80 C -2.052 1.880 3.502  0.00
81 O -2.988 2.912 3.784  0.00
82 H -2.613 1.203 5.577  0.00
83 H -0.880 1.713 5.496  0.00
84 H -1.343 0.317 4.957  0.00
85 H -2.791 1.205 3.070  0.00
86 H -1.244 2.217 2.852  0.00
87 H -2.680 3.608 4.369  0.00
88 C 5.069 -0.232 3.704  0.00
89 C 5.359 -1.162 2.569  0.00
90 O 4.671 -2.317 2.935  0.00
91 H 5.766 -0.438 4.517  0.00
92 H 4.002 -0.167 3.914  0.00
93 H 5.469 0.751 3.451  0.00
94 H 6.409 -1.435 2.460  0.00
95 H 4.942 -0.758 1.646  0.00
96 H 3.751 -2.142 2.725  0.00
97 C -0.811 2.440 -4.890  0.00
98 C -0.253 1.787 -6.090  0.00
99 O -0.108 2.707 -7.161  0.00
100 H -1.843 2.748 -5.059  0.00
101 H -0.211 3.274 -4.526  0.00
102 H -0.855 1.774 -4.028  0.00
103 H -0.985 0.988 -6.205  0.00
104 H 0.617 1.162 -5.886  0.00
105 H 0.789 3.048 -7.157  0.00

Results
Highest occupied orbital energy (spin up / spin down) ... -9.86 / -9.86 eV
Max |F| ... 0.096 Eh/bohr
Frontier orbital gap (spin up / spin down) ... 9.93 / 5.67 eV
LUMO (spin up / spin down) ... 0.003 / -0.154 hartree
Expectation value of S² ... 0.754
2S+1 ... 2
Charge ... 0


Entry 2:
A structure of composition C20H46NO9S2, computed with the ωB97M-V functional and the def2-TZVPD basis.

Each line ends with the Mulliken charge.
Atoms and positions in Å:
1 C -2.776 -2.404 6.724  -0.81
2 C -3.492 -1.140 6.020  0.71
3 O -2.869 -0.056 5.922  -0.52
4 O -4.822 -1.345 5.569  -0.41
5 C -4.921 -1.355 4.118  -0.54
6 C -4.853 -2.854 3.487  -0.62
7 C -3.297 -3.142 3.074  0.04
8 C -3.156 -2.867 1.502  -0.73
9 C -1.683 -3.059 0.905  -0.28
10 C -0.504 -2.397 1.767  -0.65
11 S 0.191 -0.838 1.042  0.90
12 O 1.217 -0.338 2.062  -0.64
13 O -0.865 0.243 0.829  -0.69
14 N 1.069 -1.141 -0.413  -0.35
15 S 2.035 0.283 -0.633  0.69
16 O 2.003 0.700 -2.083  -0.50
17 O 3.449 -0.014 -0.177  -0.67
18 H -2.022 -2.864 6.003  0.21
19 H -2.250 -2.124 7.698  0.33
20 H -3.562 -3.199 6.997  0.28
21 H -4.104 -0.686 3.681  0.37
22 H -5.920 -0.851 3.828  0.27
23 H -5.546 -2.920 2.587  0.40
24 H -5.134 -3.600 4.317  0.33
25 H -2.681 -2.439 3.735  -0.15
26 H -3.110 -4.249 3.270  0.26
27 H -3.636 -1.857 1.239  0.30
28 H -3.820 -3.658 0.981  0.29
29 H -1.676 -2.518 -0.117  0.07
30 H -1.422 -4.153 0.695  0.37
31 H -0.760 -2.165 2.850  0.23
32 H 0.364 -3.156 1.801  0.32
33 H 1.590 1.351 0.141  0.15
34 C 1.753 1.364 4.959  -0.74
35 C 2.085 2.714 5.567  -0.37
36 O 3.481 2.972 5.650  -0.44
37 C 4.190 3.002 4.418  -0.30
38 C 3.708 4.084 3.468  -1.02
39 H 2.283 0.564 5.482  0.28
40 H 0.679 1.172 5.016  0.32
41 H 2.044 1.314 3.907  0.15
42 H 1.704 2.744 6.592  0.32
43 H 1.580 3.524 5.028  0.29
44 H 4.164 2.018 3.940  0.30
45 H 5.236 3.197 4.670  0.32
46 H 2.689 3.891 3.123  0.23
47 H 4.353 4.134 2.588  0.38
48 H 3.706 5.059 3.963  0.30
49 C 1.770 4.649 -7.043  -1.13
50 C 1.357 3.242 -6.647  -0.21
51 O 2.421 2.303 -6.705  -0.43
52 C 3.530 2.553 -5.850  -0.38
53 C 3.170 2.557 -4.375  -0.69
54 H 2.258 4.648 -8.021  0.28
55 H 0.897 5.305 -7.084  0.40
56 H 2.474 5.078 -6.326  0.27
57 H 0.595 2.888 -7.346  0.37
58 H 0.893 3.231 -5.656  0.24
59 H 4.030 3.484 -6.138  0.30
60 H 4.246 1.747 -6.034  0.32
61 H 2.515 3.395 -4.124  0.23
62 H 4.071 2.643 -3.762  0.42
63 H 2.645 1.640 -4.103  0.07
64 C -1.801 -3.202 -5.720  -1.08
65 C -2.058 -2.591 -4.354  -0.31
66 O -0.934 -2.638 -3.492  -0.39
67 C 0.228 -1.941 -3.929  -0.48
68 C 0.010 -0.450 -4.107  -0.44
69 H -1.407 -4.217 -5.621  0.28
70 H -2.725 -3.236 -6.304  0.40
71 H -1.069 -2.622 -6.288  0.27
72 H -2.852 -3.157 -3.858  0.34
73 H -2.425 -1.563 -4.445  0.32
74 H 0.622 -2.394 -4.846  0.31
75 H 0.988 -2.093 -3.158  0.30
76 H -0.687 -0.240 -4.925  0.41
77 H 0.953 0.050 -4.335  -0.19
78 H -0.411 -0.012 -3.199  0.25

Results
Highest occupied orbital energy ... -5.35 eV
Max |F| ... 0.098 Eh/bohr
Frontier orbital gap ... 7.74 eV
LUMO ... 0.088 hartree
2S+1 ... 1
Charge ... -1


Entry 3:
A cluster of 2 separate species, C9H14 in total, computed with the ωB97M-V functional and the def2-TZVPD basis.

Each line ends with the natural charge from an NBO analysis.
Atoms and positions in Å:
1 C -1.042 1.280 -1.606  -0.63
2 C -1.787 -0.101 0.302  -0.21
3 C -1.206 -0.098 -0.984  0.00
4 C -1.711 -1.216 1.127  -0.21
5 C -0.645 -1.250 -1.478  -0.23
6 C -1.085 -2.356 0.630  -0.23
7 C -0.516 -2.372 -0.624  -0.19
8 H -2.197 0.842 0.640  0.20
9 H -1.975 -1.134 2.173  0.22
10 H -1.382 1.207 -2.643  0.22
11 H 0.020 1.515 -1.578  0.22
12 H 0.050 -1.148 -2.305  0.21
13 H -0.877 -3.148 1.340  0.21
14 H -0.108 -3.268 -1.073  0.21
15 H -1.592 2.054 -1.082  0.22
16 C 2.110 1.844 1.184  -0.61
17 C 1.973 0.434 0.589  -0.61
18 H 3.094 2.225 1.450  0.20
19 H 1.621 2.473 0.430  0.20
20 H 1.507 1.946 2.089  0.20
21 H 0.949 0.167 0.852  0.22
22 H 2.671 -0.260 1.053  0.20
23 H 2.127 0.365 -0.487  0.20

Results
Highest occupied orbital energy ... -9.09 eV
Max |F| ... 0.038 Eh/bohr
Frontier orbital gap ... 10.14 eV
LUMO ... 0.039 hartree
2S+1 ... 1
SMILES ... Cc1ccccc1.CC
Charge ... 0


Copy entry 3 word for word.
A cluster of 2 separate species, C9H14 in total, computed with the ωB97M-V functional and the def2-TZVPD basis.

Each line ends with the natural charge from an NBO analysis.
Atoms and positions in Å:
1 C -1.042 1.280 -1.606  -0.63
2 C -1.787 -0.101 0.302  -0.21
3 C -1.206 -0.098 -0.984  0.00
4 C -1.711 -1.216 1.127  -0.21
5 C -0.645 -1.250 -1.478  -0.23
6 C -1.085 -2.356 0.630  -0.23
7 C -0.516 -2.372 -0.624  -0.19
8 H -2.197 0.842 0.640  0.20
9 H -1.975 -1.134 2.173  0.22
10 H -1.382 1.207 -2.643  0.22
11 H 0.020 1.515 -1.578  0.22
12 H 0.050 -1.148 -2.305  0.21
13 H -0.877 -3.148 1.340  0.21
14 H -0.108 -3.268 -1.073  0.21
15 H -1.592 2.054 -1.082  0.22
16 C 2.110 1.844 1.184  -0.61
17 C 1.973 0.434 0.589  -0.61
18 H 3.094 2.225 1.450  0.20
19 H 1.621 2.473 0.430  0.20
20 H 1.507 1.946 2.089  0.20
21 H 0.949 0.167 0.852  0.22
22 H 2.671 -0.260 1.053  0.20
23 H 2.127 0.365 -0.487  0.20

Results
Highest occupied orbital energy ... -9.09 eV
Max |F| ... 0.038 Eh/bohr
Frontier orbital gap ... 10.14 eV
LUMO ... 0.039 hartree
2S+1 ... 1
SMILES ... Cc1ccccc1.CC
Charge ... 0